1.
Below is a molecular structure, C28H28HgN2Si in a non-equilibrium geometry, with properties calculated with ωB97M-V/def2-TZVPD.

Last column: natural (NBO) charge in e.
Positions of all 60 atoms, in Å:
C  1.1772  2.8465  1.2069  -0.2779
C  0.1247  2.6896  0.2903  -0.3718
C  -1.1151  2.5987  1.0302  -0.5017
H  0.1882  2.7501  -0.7930  0.1935
C  -0.7855  2.9662  2.4087  -0.3634
C  0.6229  3.0375  2.5083  -0.3187
H  1.1965  3.2682  3.4051  0.2151
H  2.2375  2.8576  0.9513  0.2049
H  -2.0960  2.6545  0.5503  0.2369
H  -1.5068  3.2152  3.1875  0.2253
Hg  -1.4553  0.4736  1.8286  0.9783
C  -0.8955  -1.4716  -1.3479  -1.1038
H  -1.3308  -1.3202  -0.3508  0.2758
H  -0.2179  -2.3244  -1.2830  0.2501
H  -1.7042  -1.8037  -2.0316  0.2505
Si  0.1501  -0.0779  -2.2144  1.5416
C  1.8765  -0.2800  -2.8508  -0.5720
C  2.7070  0.8696  -2.8187  -0.1937
H  2.2502  1.8599  -2.8280  0.2246
C  4.0960  0.7448  -2.7581  -0.2131
H  4.7183  1.6373  -2.6552  0.2276
C  4.6757  -0.5242  -2.8730  -0.1800
H  5.7690  -0.6225  -2.8517  0.2254
C  3.8537  -1.6498  -3.0667  -0.2345
H  4.3181  -2.6213  -3.2414  0.2231
C  2.4611  -1.5290  -3.0746  -0.1065
H  1.8114  -2.3837  -3.2919  0.2115
C  -0.9411  1.1865  -3.0516  -0.5458
C  -0.5462  2.0396  -4.1073  -0.1762
H  0.3145  1.7749  -4.7317  0.2188
C  -1.2249  3.2545  -4.2994  -0.2197
H  -0.8528  3.9633  -5.0421  0.2197
C  -2.3551  3.5731  -3.5406  -0.2037
H  -2.8856  4.5100  -3.7150  0.2225
C  -2.8248  2.6612  -2.5977  -0.1570
H  -3.6970  2.8982  -1.9901  0.2150
C  -2.1720  1.4381  -2.4068  -0.1996
H  -2.5830  0.7022  -1.7108  0.2272
H  0.3374  0.7376  -0.8186  0.0546
H  0.9668  1.0773  -1.2831  0.1144
C  -3.8655  -1.9214  4.6542  -0.3324
C  -3.1543  -3.1130  4.8386  -0.2113
C  -1.9101  -3.2734  4.2326  -0.2279
C  -1.3972  -2.2575  3.4157  0.1671
N  -2.1225  -1.1191  3.2130  -0.6852
C  -3.3076  -0.9346  3.8472  0.0595
C  -0.0943  -2.3325  2.7314  0.0807
C  0.7648  -3.4397  2.8237  -0.2217
C  1.9617  -3.4513  2.1080  -0.1987
C  2.2999  -2.3391  1.3340  -0.3394
C  1.4347  -1.2436  1.3260  0.0598
N  0.2588  -1.2551  1.9787  -0.6160
H  -4.8326  -1.7394  5.1239  0.2165
H  -3.5649  -3.9063  5.4511  0.2115
H  -1.3191  -4.1756  4.3652  0.2080
H  -3.7942  0.0307  3.6692  0.1950
H  0.4636  -4.2740  3.4559  0.2081
H  2.6260  -4.3101  2.1707  0.2122
H  3.2170  -2.2964  0.7473  0.2129
H  1.6726  -0.3261  0.7721  0.1841

Summary:
relative energy (zero: lowest compared OMol25 entry of this formula, charge and spin) = 91.47 kJ/mol
Kohn-Sham gap (spin up / spin down) = 4.15 / 3.77 eV
E_LUMO (spin up / spin down) = -0.222 / -0.460 eV
charge = 0
multiplicity = 1

2.
Below is a molecular structure, C28H28N10O4SScSe in a non-equilibrium geometry, with properties calculated with ωB97M-V/def2-TZVPD.

Last column: Löwdin charge in e.
Positions of all 73 atoms, in Å:
Sc  -16.2507  9.7326  2.0202  0.9718
N  -18.0646  10.4002  -2.5886  0.0599
C  -17.9742  10.9524  -1.3762  -0.9112
S  -19.2507  12.0538  -0.9042  0.3895
N  -16.8164  10.6598  -0.7552  -0.0076
N  -16.7369  11.0935  0.5110  -0.0974
C  -16.2838  12.3383  0.7461  -0.1804
C  -15.7415  13.1484  -0.3354  -0.1726
C  -16.2144  14.4154  -0.6436  -0.0707
C  -15.7015  15.0915  -1.7289  -0.0877
C  -14.7209  14.4727  -2.5306  -0.1047
C  -14.2570  13.2061  -2.2319  -0.0993
C  -14.7171  12.5191  -1.1270  0.0036
C  -16.3765  12.8208  2.1354  -0.1859
C  -16.3624  14.2075  2.5349  0.0322
C  -16.5380  14.4668  3.9130  -0.0631
C  -16.8675  13.4439  4.8193  -0.0635
C  -16.9823  12.1661  4.2943  -0.1036
N  -16.6765  11.8788  3.0260  0.0505
H  -18.8767  10.5336  -3.1337  0.0519
H  -17.3798  9.6972  -2.8537  0.0598
H  -17.0917  14.8211  -0.0515  0.1298
H  -16.0494  16.0702  -2.0063  0.0905
H  -14.3261  15.0088  -3.4234  0.1043
H  -13.5813  12.7399  -3.0095  0.1212
H  -14.2622  11.5862  -0.8292  0.1135
H  -16.1527  14.9791  1.7513  0.1066
H  -16.3677  15.4524  4.3374  0.0983
H  -16.9434  13.6633  5.9037  0.1107
H  -17.2589  11.3102  4.9112  0.1183
N  -14.3120  8.2625  5.4593  0.1932
C  -14.6446  8.8485  4.3346  -0.4342
O  -15.8525  9.0699  3.8928  -0.1135
C  -13.4477  9.2991  3.5332  -0.2456
C  -13.8787  10.2649  2.4736  -0.2267
H  -15.0135  7.8331  6.0538  0.1320
H  -13.3535  7.9926  5.5795  0.1153
H  -12.9814  8.3519  3.1340  0.1310
H  -12.7053  9.6746  4.2191  0.0921
H  -13.5205  10.0132  1.5102  -0.0034
H  -13.8609  11.3507  2.6667  0.0278
Se  -21.1652  8.6559  2.3444  0.4855
C  -19.4949  8.9982  2.0358  -0.9610
N  -18.3531  9.3124  2.0308  -0.0266
C  -14.1643  5.4626  1.2439  -0.0481
N  -14.6430  6.1890  0.0947  -0.0792
C  -14.5922  5.5609  -1.1578  -0.0684
C  -14.9248  6.2669  -2.2424  0.0096
C  -15.3251  7.7011  -2.0463  -0.4829
O  -15.7673  8.3508  -3.0359  -0.0428
N  -15.1724  8.2224  -0.8188  0.1821
C  -15.0826  7.4615  0.2645  -0.4460
O  -15.3638  7.8645  1.4861  -0.1386
H  -13.1269  5.7986  1.5259  0.1006
H  -14.2073  4.4021  1.0018  0.0759
H  -14.7896  5.6767  2.1727  0.1065
H  -14.1013  4.6231  -1.1264  0.1006
H  -14.7017  5.8144  -3.2481  0.1180
N  -26.9311  9.9508  4.5038  0.1609
C  -25.7636  10.3729  3.9011  -0.4807
O  -25.7266  10.6171  2.7024  0.0660
C  -24.6547  10.6508  4.8515  -0.1454
C  -23.6723  11.5142  4.3479  0.0067
C  -22.6222  11.8867  5.1830  -0.1346
N  -22.5775  11.5174  6.4549  0.0443
C  -23.4406  10.5898  6.9318  -0.1249
C  -24.5235  10.1188  6.1400  -0.0204
H  -27.6089  9.6325  3.8889  0.0738
H  -26.8240  9.4112  5.3657  0.0883
H  -23.7797  11.8255  3.3065  0.1257
H  -21.7857  12.4948  4.7703  0.1233
H  -23.3642  10.2316  7.9670  0.1000
H  -25.1339  9.3216  6.5695  0.0986

Summary:
relative energy (zero: lowest compared OMol25 entry of this formula, charge and spin) = 240.89 kJ/mol
Kohn-Sham gap = 5.72 eV
E_LUMO = 1.851 eV
charge = -1
multiplicity = 1

3.
Below is a molecular structure, C28H28N15O3Ti in a non-equilibrium geometry, with properties calculated with ωB97M-V/def2-TZVPD.

Last column: Löwdin charge in e.
Positions of all 75 atoms, in Å:
Ti  0.8383  0.8551  0.1537  1.0792
C  1.4839  3.4567  3.5343  -0.0469
C  1.6786  2.4549  2.4445  -0.2998
N  0.6473  1.7685  1.8908  -0.1270
N  -0.5776  1.7310  2.5056  0.1166
C  -1.1634  0.6498  2.0860  -0.4846
O  -0.5951  -0.1629  1.2388  -0.1782
C  -2.5201  0.3257  2.5860  -0.1481
C  -3.5181  1.2957  2.6209  -0.0208
C  -4.7967  0.9699  3.0506  -0.0920
C  -5.0950  -0.3230  3.4609  -0.1172
C  -4.0974  -1.2924  3.4471  -0.1094
C  -2.8211  -0.9673  3.0108  -0.0624
C  2.8703  2.0766  1.8686  -0.2555
C  4.1562  2.5915  2.2381  -0.0381
C  5.2835  2.1029  1.6787  -0.1054
C  5.1711  1.0719  0.6958  -0.0978
C  3.9327  0.6483  0.3425  -0.1487
N  2.7649  1.0962  0.8828  -0.0365
H  0.4195  3.6157  3.6951  0.0577
H  1.9346  4.4193  3.2774  0.0742
H  1.9153  3.1335  4.4876  0.0735
H  -3.2807  2.2976  2.2866  0.1154
H  -5.5687  1.7298  3.0590  0.0974
H  -6.0933  -0.5714  3.8009  0.0898
H  -4.3074  -2.2967  3.7984  0.0938
H  -2.0279  -1.7061  3.0122  0.1196
H  4.1895  3.3831  2.9770  0.1003
H  6.2557  2.4919  1.9572  0.0895
H  6.0391  0.6536  0.2058  0.0848
H  3.8342  -0.1017  -0.4323  0.0961
N  -0.8763  3.9652  -0.7872  0.1405
C  -1.5949  2.8068  -0.9546  -0.4511
N  -2.8570  2.7562  -1.3758  0.0346
N  -3.1287  1.4442  -1.4103  -0.0987
N  -2.1200  0.7592  -0.9808  -0.0784
N  -1.1100  1.6006  -0.6957  -0.0116
C  0.5115  3.9432  -0.9154  -0.4732
N  1.1957  4.9840  -1.3494  0.0135
N  2.4787  4.5548  -1.3284  -0.1005
N  2.5448  3.3459  -0.8992  -0.0453
N  1.2904  2.9102  -0.6171  -0.0377
H  -1.3014  4.7856  -1.1864  0.1272
N  -3.8120  -2.1104  -0.8713  0.0753
C  -2.5746  -2.1071  0.0014  -0.1238
C  -1.4793  -2.9028  -0.6696  -0.1847
N  -1.1784  -2.3916  -1.9954  -0.0290
C  -2.3501  -2.4304  -2.8522  -0.1991
C  -3.5615  -1.6883  -2.2990  -0.1149
H  -4.5037  -1.4902  -0.4502  0.1751
H  -4.2112  -3.0478  -0.8670  0.1669
H  -2.8808  -2.5107  0.9644  0.1138
H  -2.2735  -1.0671  0.1091  0.0710
H  -1.7468  -3.9651  -0.7559  0.1225
H  -0.6026  -2.8454  -0.0254  0.1092
H  -0.8603  -1.4298  -1.8962  0.0932
H  -2.6018  -3.4820  -3.0416  0.1147
H  -2.1142  -1.9887  -3.8208  0.1249
H  -4.4771  -1.9070  -2.8509  0.1240
H  -3.4011  -0.6162  -2.2757  0.0695
O  2.0172  -3.2062  0.6581  0.0934
C  2.0749  -2.4541  -0.2840  -0.4247
N  1.5307  -1.1913  -0.4001  0.0734
C  1.7347  -0.7360  -1.6465  -0.4876
O  1.3077  0.3793  -1.9723  -0.0033
C  2.5038  -1.7222  -2.4656  -0.0895
C  2.9614  -1.6982  -3.7644  0.0056
C  3.6618  -2.8255  -4.1960  -0.0794
C  3.8776  -3.9062  -3.3473  -0.0809
C  3.4083  -3.9097  -2.0335  -0.0039
C  2.7202  -2.7907  -1.6168  -0.0828
H  2.7933  -0.8461  -4.4090  0.1209
H  4.0474  -2.8579  -5.2073  0.0979
H  4.4277  -4.7645  -3.7150  0.0973
H  3.5775  -4.7437  -1.3652  0.1161

Summary:
relative energy (zero: lowest compared OMol25 entry of this formula, charge and spin) = 105.24 kJ/mol
Kohn-Sham gap (spin up / spin down) = 4.16 / 4.15 eV
E_LUMO (spin up / spin down) = 1.502 / 1.502 eV
charge = -1
multiplicity = 1